ORCA calculation (ωB97M-V/def2-TZVPD) on a cluster of 2 separate species, C18H24BrN2 in total at a distorted geometry.

Last column: Mulliken charge in e.
Atoms and positions in Å:
C  2.827  -0.443  0.237  -1.30
C  1.631  -0.700  -0.595  0.21
C  1.440  0.045  -1.808  0.65
C  1.686  -0.519  -3.111  0.59
C  2.331  -1.868  -3.233  -1.53
C  1.352  0.211  -4.243  -0.81
C  0.869  1.525  -4.145  0.68
C  0.490  2.287  -5.379  -1.48
C  0.710  2.096  -2.880  -0.87
C  1.041  1.408  -1.719  0.95
C  0.926  2.103  -0.405  -1.39
H  3.332  -1.379  0.524  0.33
H  3.530  0.149  -0.393  0.44
H  2.606  0.168  1.148  0.22
H  1.084  -1.648  -0.513  0.55
H  2.303  -2.229  -4.269  0.40
H  3.386  -1.842  -2.929  0.34
H  1.841  -2.626  -2.613  0.33
H  1.472  -0.241  -5.232  0.40
H  0.139  3.291  -5.121  0.34
H  1.353  2.405  -6.044  0.35
H  -0.298  1.774  -5.947  0.35
H  0.294  3.101  -2.793  0.30
H  0.284  2.984  -0.513  0.44
H  0.474  1.464  0.354  0.05
H  1.895  2.438  -0.009  0.31
C  -2.475  -0.659  5.385  -1.17
N  -2.823  -0.859  3.989  0.03
C  -4.249  -0.841  3.722  -1.07
C  -1.849  -0.767  3.034  1.36
C  -1.964  -1.380  1.745  -0.66
Br  -3.283  -2.702  1.337  -0.14
C  -0.948  -1.174  0.815  -0.30
N  0.198  -0.566  1.132  -0.29
C  0.337  0.005  2.326  -0.29
C  -0.639  -0.106  3.318  -0.80
H  -1.404  -0.850  5.517  0.39
H  -2.685  0.374  5.719  0.38
H  -3.027  -1.361  6.023  0.34
H  -4.437  -0.820  2.647  0.42
H  -4.724  -1.733  4.153  0.32
H  -4.710  0.049  4.184  0.31
H  -1.063  -1.537  -0.197  0.50
H  1.220  0.625  2.501  0.35
H  -0.470  0.348  4.283  0.46

Cartesian forces (eV/Å) of the 3 atoms listed first:
0.8 0.8 0.1
-0.4 -1.0 1.0
-0.5 1.4 -1.0

Properties
2S+1: 1
Kohn-Sham gap: 7.1 eV
Highest occupied orbital energy: -11.44 eV
Net charge: +1

=====

ORCA calculation (ωB97M-V/def2-TZVPD) on a cluster of 2 separate species, C19H28Cl5FO3S in total at a distorted geometry.

Last column: Mulliken charge in e.
Atoms and positions in Å:
C  -0.854  -2.842  -0.732  -0.30
C  -0.651  -1.685  -0.550  -1.95
C  -0.391  -0.268  -0.318  -0.19
C  0.980  0.007  0.366  -0.03
C  1.425  -0.601  1.709  -0.14
Cl  0.933  0.317  3.188  -0.12
C  1.314  -2.119  1.920  -0.97
C  0.294  -2.624  2.956  -1.35
C  1.262  1.509  0.261  -0.74
C  2.667  1.919  0.675  -1.64
C  3.764  1.228  -0.117  0.45
C  5.166  1.666  0.267  -1.45
Cl  3.539  1.418  -1.886  -0.11
O  0.341  2.309  1.021  -0.51
S  -1.108  2.286  0.361  1.40
O  -0.964  2.864  -0.950  -0.68
O  -2.021  2.957  1.233  -0.74
C  -1.642  0.542  0.151  1.77
C  -2.780  0.703  -0.886  -0.82
C  -2.569  0.049  -2.229  -0.07
C  -3.158  -1.088  -2.589  -0.83
C  -2.259  0.065  1.483  -2.00
C  -3.106  -1.205  1.458  0.81
C  -4.215  -1.087  2.504  -1.84
F  -2.391  -2.355  1.776  -0.28
H  -0.894  -3.897  -0.863  0.55
H  -0.212  0.099  -1.339  0.64
H  1.703  -0.404  -0.343  0.92
H  2.495  -0.417  1.718  0.46
H  2.273  -2.444  2.328  0.45
H  1.228  -2.656  0.982  0.41
H  -0.069  -3.608  2.673  0.31
H  0.774  -2.648  3.930  0.43
H  -0.566  -1.975  3.054  0.33
H  1.201  1.734  -0.804  1.14
H  2.867  1.776  1.736  0.36
H  2.749  2.993  0.486  0.52
H  3.707  0.157  0.069  0.27
H  5.867  0.944  -0.153  0.39
H  5.426  2.627  -0.169  0.35
H  5.306  1.644  1.346  0.38
H  -3.736  0.351  -0.503  0.49
H  -2.984  1.754  -1.088  0.34
H  -1.910  0.557  -2.926  0.43
H  -2.818  -1.649  -3.450  0.29
H  -3.976  -1.528  -2.030  0.26
H  -2.926  0.867  1.793  0.60
H  -1.527  -0.032  2.284  0.65
H  -3.597  -1.396  0.504  0.15
H  -5.003  -0.414  2.182  0.35
H  -4.615  -2.086  2.674  0.47
H  -3.775  -0.780  3.454  0.40
Cl  1.551  0.224  -4.403  -0.07
C  1.796  1.360  -5.731  0.04
Cl  3.203  2.379  -5.428  -0.12
Cl  1.960  0.505  -7.265  -0.13
H  0.925  1.998  -5.792  0.27

Cartesian forces (eV/Å) of the 3 atoms listed first:
0.3 -1.1 -0.2
-0.1 0.8 0.6
-0.1 0.3 -0.8

Properties
2S+1: 1
SMILES: C#C[C@@H]1[C@H]([C@@H](Cl)CC)[C@H](C[C@H](C)Cl)OS(=O)(=O)[C@]1(CC=C)C[C@H](C)F.ClC(Cl)Cl
Kohn-Sham gap: 10.1 eV
Highest occupied orbital energy: -9.60 eV

=====

ORCA calculation (ωB97M-V/def2-TZVPD) on a cluster of 2 separate species, C5H11N in total at a distorted geometry.

Last column: Mulliken charge in e.
Atoms and positions in Å:
C  0.931  1.156  -2.064  -0.80
C  1.223  -0.116  -1.814  0.11
C  0.323  -1.315  -1.867  -1.02
H  1.749  1.860  -2.105  0.27
H  -0.037  1.409  -2.478  0.26
H  2.266  -0.363  -1.634  0.30
H  -0.678  -1.040  -2.186  0.30
H  0.748  -2.005  -2.592  0.33
H  0.309  -1.847  -0.915  0.24
C  -2.038  -0.228  2.525  -0.27
N  -1.123  -0.225  1.669  -0.29
C  0.020  0.632  1.893  -0.81
H  -2.880  -0.895  2.363  0.26
H  -1.961  0.414  3.407  0.23
H  0.280  0.847  2.942  0.36
H  -0.014  1.599  1.374  0.28
H  0.882  0.117  1.481  0.24

Cartesian forces (eV/Å) of the 3 atoms listed first:
0.2 -0.9 -0.7
0.2 -0.1 0.0
0.3 0.4 -0.2

Properties
2S+1: 1
SMILES: C=CC.C=NC
Kohn-Sham gap: 10.7 eV
Highest occupied orbital energy: -9.49 eV

=====

ORCA calculation (ωB97M-V/def2-TZVPD) on a cluster of 5 separate species, C15H35BrIN5O6PS in total at a distorted geometry.

Last column: Mulliken charge in e.
Atoms and positions in Å:
N  -2.567  2.179  6.591  -0.48
C  -1.506  1.362  6.263  0.18
O  -0.699  1.020  7.106  -0.57
C  -1.354  0.805  4.858  0.22
C  -2.062  1.709  3.851  -0.95
S  -1.824  1.306  2.106  -0.13
I  -1.744  -1.075  1.826  0.33
P  0.274  1.921  1.620  0.33
O  0.110  2.167  0.049  -0.08
Br  0.467  3.939  2.463  -0.13
H  -2.364  2.670  7.449  0.31
H  -2.794  2.879  5.898  0.26
H  -1.759  -0.197  4.830  0.28
H  -0.303  0.766  4.635  0.26
H  -1.770  2.732  4.032  0.41
H  -3.127  1.668  4.017  0.46
H  0.235  3.131  -0.131  0.36
C  -0.214  -3.078  -2.946  -1.04
C  -1.528  -2.473  -2.519  0.71
O  -2.456  -3.148  -2.109  -0.65
N  -1.656  -1.118  -2.598  -0.13
C  -0.678  -0.143  -3.047  -0.57
H  -0.265  -4.154  -2.826  0.31
H  -0.013  -2.861  -3.996  0.21
H  0.600  -2.696  -2.327  0.32
H  -2.559  -0.786  -2.298  0.22
H  -0.468  0.564  -2.242  0.06
H  -1.081  0.413  -3.897  0.28
H  0.246  -0.625  -3.344  0.27
C  -0.708  -2.345  7.088  -0.84
C  -0.721  -3.151  5.817  0.77
O  -1.130  -2.705  4.743  -0.56
N  -0.262  -4.417  5.881  -0.20
C  0.259  -5.131  7.037  -0.84
H  -1.101  -1.358  6.892  -0.22
H  -1.330  -2.821  7.845  0.39
H  0.310  -2.240  7.464  0.39
H  -0.298  -4.904  5.000  0.23
H  1.283  -5.446  6.837  0.29
H  -0.348  -6.018  7.219  0.29
H  0.248  -4.508  7.923  0.33
C  3.649  -3.922  -6.878  -1.34
C  2.344  -3.295  -6.451  0.82
O  1.415  -3.962  -6.029  -0.62
N  2.234  -1.942  -6.555  -0.12
C  3.225  -0.992  -7.031  -0.85
H  3.581  -4.995  -6.738  0.30
H  3.845  -3.719  -7.931  0.37
H  4.473  -3.542  -6.273  0.36
H  1.339  -1.589  -6.258  0.18
H  3.449  -0.271  -6.242  0.28
H  2.828  -0.451  -7.891  0.30
H  4.141  -1.492  -7.321  0.32
C  1.503  5.188  -2.636  -1.36
C  0.356  5.141  -1.660  0.76
O  0.505  4.739  -0.499  -0.81
N  -0.849  5.555  -2.085  -0.11
C  -1.217  6.060  -3.400  -0.85
H  2.399  4.826  -2.142  0.30
H  1.297  4.552  -3.497  0.39
H  1.678  6.210  -2.969  0.40
H  -1.567  5.499  -1.379  0.23
H  -1.611  7.071  -3.301  0.30
H  -1.994  5.425  -3.826  0.30
H  -0.366  6.075  -4.069  0.34

Cartesian forces (eV/Å) of the 3 atoms listed first:
0.3 0.6 -0.5
1.1 -0.6 0.9
-0.4 0.1 -0.3

Properties
2S+1: 1
Kohn-Sham gap: 6.5 eV
Highest occupied orbital energy: -11.16 eV
Net charge: +1